Here is 7 unconnected molecules or ions with the total composition C20H48Br2ClFN2O11P at a distorted geometry from OMol25. Energies are from ωB97M-V/def2-TZVPD.

The geometry in XYZ format:
```
86
Properties=species:S:1:pos:R:3:forces:R:3
C -5.221246 5.328820 1.533718 0.1 -0.1 0.0
C -5.277168 4.528249 0.233843 0.0 -0.3 -0.1
C -4.401823 3.272714 0.278602 -0.1 -0.1 0.0
C -4.484802 2.441803 -1.002870 -0.1 0.0 0.1
C -3.867091 1.046604 -0.900899 0.1 -0.1 -0.1
C -2.449905 1.008352 -0.315578 -0.2 -0.1 0.3
C -1.856035 -0.411381 -0.367609 -0.1 0.1 -0.2
C -0.354856 -0.472125 -0.630154 -0.2 -0.5 0.2
N 0.424622 0.366492 0.353042 0.5 0.5 -0.2
C 0.933333 -0.319473 1.605916 0.3 0.2 0.5
C -0.181878 -0.891828 2.484457 -0.2 -0.2 -0.1
N -0.966234 0.106049 3.199723 0.4 0.2 0.0
C 2.289970 -1.032982 1.212689 -0.1 0.3 -0.1
C 3.261923 -0.796050 2.394642 0.2 0.1 0.0
C 2.872212 -1.434651 3.699190 0.7 -0.7 -0.9
O 2.282387 -0.942191 4.578183 -0.6 0.4 0.9
F 3.293432 -2.730121 3.780253 -0.1 0.3 0.0
C 2.301558 -2.516786 0.695218 -0.3 -0.1 0.2
Br 4.178221 -2.990961 0.384551 0.1 -0.7 -0.2
C 1.586767 -3.643455 1.500661 0.1 0.0 0.1
C 2.295838 -4.981837 1.664661 -0.1 0.0 0.1
Br -0.123439 -4.076116 0.598494 0.0 0.3 0.0
C 2.728601 -0.142091 -0.020793 -0.1 -0.2 -0.3
C 4.210925 0.178932 -0.257250 -0.1 0.2 0.2
C 5.027055 1.183472 0.537003 -1.3 -0.1 -0.3
O 6.196525 1.160429 0.554480 0.7 1.2 1.3
Cl 4.198610 2.494660 1.404961 -0.2 0.1 0.1
C 1.719289 1.008244 -0.139641 -0.4 -0.1 0.1
P 1.741983 1.822025 -1.775689 0.0 0.1 0.1
O 2.960264 2.624062 -1.903147 -0.3 -0.2 0.0
O 0.344496 2.584530 -1.847864 0.5 0.1 0.1
O 1.547514 0.637839 -2.831864 0.6 0.4 0.1
H -5.873922 4.890466 2.293437 0.1 0.0 0.0
H -5.522070 6.368158 1.387805 0.0 -0.1 0.0
H -4.201063 5.332670 1.936800 -0.1 0.1 0.0
H -4.960272 5.133481 -0.620001 -0.1 0.0 0.1
H -6.301873 4.187251 0.037702 0.1 0.2 0.0
H -3.357484 3.569011 0.453870 -0.1 0.0 0.1
H -4.722601 2.643300 1.122348 0.1 0.1 0.0
H -4.030505 2.994100 -1.834118 0.0 0.0 0.1
H -5.544248 2.307438 -1.254427 0.1 0.1 -0.1
H -4.508109 0.393842 -0.293865 0.1 0.1 0.0
H -3.835818 0.593850 -1.900287 0.0 0.0 0.1
H -2.524127 1.319842 0.737799 0.1 0.1 -0.2
H -1.816028 1.732538 -0.840370 0.0 0.0 -0.1
H -2.112386 -0.944789 0.550380 0.0 0.0 -0.2
H -2.315945 -0.972911 -1.188074 0.0 0.1 0.1
H -0.119761 -0.130399 -1.633385 -0.1 0.1 0.1
H -0.003281 -1.500707 -0.541762 0.1 0.1 0.0
H -0.203888 1.124683 0.634792 0.0 0.0 -0.1
H 1.298685 0.536065 2.189976 -0.1 -0.1 -0.1
H 0.265996 -1.540215 3.234264 0.0 -0.1 -0.1
H -0.861740 -1.498580 1.893164 0.1 -0.2 0.0
H -1.127170 0.963950 2.681839 -0.2 -0.1 0.0
H -0.507659 0.369461 4.066154 -0.1 0.0 0.0
H 3.302971 0.274377 2.601844 0.0 -0.1 0.0
H 4.269541 -1.127567 2.129094 -0.2 0.0 0.1
H 1.906819 -2.535713 -0.320568 0.0 0.0 0.2
H 1.293973 -3.299028 2.487856 -0.1 0.1 -0.1
H 3.150968 -4.872120 2.333744 0.0 0.0 -0.2
H 2.611590 -5.396291 0.706388 0.0 0.1 0.1
H 1.602720 -5.690124 2.124528 0.1 0.1 0.0
H 2.471312 -0.769308 -0.887635 0.2 0.1 0.1
H 4.329799 0.513274 -1.295044 0.1 0.0 0.1
H 4.796858 -0.740966 -0.190477 -0.3 0.4 -0.2
H 1.896467 1.836192 0.548402 0.2 -0.1 0.1
H 0.520220 3.540723 -1.865406 -0.2 -0.1 -0.1
H 2.405115 0.483915 -3.268902 -0.3 -0.2 -0.2
O -3.461928 5.760233 -2.462448 0.1 0.0 0.0
H -2.501327 5.763036 -2.424808 0.0 0.1 0.0
H -3.685072 6.565196 -2.942317 -0.1 0.0 0.0
O -3.149248 -4.239026 2.860873 0.0 0.1 0.0
H -2.404289 -3.952348 2.325218 0.0 -0.1 0.0
H -3.212045 -5.189420 2.723321 0.0 0.0 0.0
O 1.182119 -1.914371 -4.022365 -0.3 0.0 0.1
H 0.540680 -2.258863 -4.657448 0.1 0.0 -0.1
H 0.787163 -1.085294 -3.730322 0.0 -0.1 0.0
O 1.135852 -4.244590 -6.069707 0.1 0.1 0.2
H 1.903006 -4.698712 -6.433830 -0.1 0.0 -0.1
H 1.420477 -4.000838 -5.182057 0.1 -0.1 0.0
O 6.973979 -0.455372 -1.035955 0.4 -0.8 -0.8
H 7.070398 0.338428 -0.494888 0.2 -0.5 -0.3
H 6.900185 -1.172884 -0.397989 0.3 0.0 -0.1
O -2.871607 -2.855970 -2.390880 0.2 -0.1 0.1
H -2.119550 -3.238858 -1.926055 0.0 -0.1 0.0
H -3.392925 -3.621443 -2.657136 -0.1 0.1 -0.1
```
Forces are in eV/Å.

Computed properties:
charge: +1
HOMO: -13.0 eV
strongest force on any atom: 1.93 eV Å⁻¹
E: -211631.8236 eV
gap between HOMO and LUMO: 0.3750 hartree